# C17H15BNO6Pt

A structure of composition C17H15BNO6Pt at a distorted geometry (ωB97M-V/def2-TZVPD, the Open Molecules 2025 dataset).

```
! RIJCOSX wB97M-V def2-TZVPD def2/J DEFGRID3
* xyz 1 5
Pt -0.26 0.00 0.25
O 1.90 3.49 -0.87
C 1.39 2.40 -0.75
O 0.19 2.08 -0.41
C 2.24 1.16 -1.10
C 3.48 1.21 -1.70
C 4.11 0.00 -1.99
C 3.48 -1.21 -1.70
C 2.24 -1.16 -1.10
N 1.66 0.00 -0.83
C 1.38 -2.40 -0.76
O 1.89 -3.48 -0.87
O 0.18 -2.08 -0.41
H 3.93 2.17 -1.92
H 5.08 0.00 -2.47
H 3.92 -2.17 -1.92
C -1.90 0.00 8.36
C -0.38 0.00 8.19
C 0.20 -1.26 8.88
C 0.20 1.26 8.88
C 0.06 0.00 6.76
C 1.47 0.00 6.46
C 1.97 0.00 5.18
C 1.04 0.00 4.15
O 1.21 0.00 2.84
B -0.09 0.00 2.25
O -1.04 0.00 3.27
C -0.37 0.00 4.44
C -0.87 0.00 5.71
H -2.14 0.00 9.42
H -2.35 -0.88 7.92
H -2.35 0.89 7.92
H -0.11 -1.26 9.92
H 1.28 -1.29 8.85
H -0.19 -2.16 8.41
H -0.11 1.26 9.93
H -0.18 2.16 8.41
H 1.29 1.28 8.85
H 2.17 0.00 7.28
H 3.04 -0.01 4.99
H -1.93 0.00 5.87
*
```

Summary:
E_HOMO (alpha / beta) in eV: -12.200 / -12.772
E in hartree: -1306.8766
Orbital gap (alpha / beta) in eV: 8.84 / 5.39
Lowest unoccupied orbital energy (alpha / beta) in eV: -3.4 / -7.4